(1)
23
Properties=species:S:1:pos:R:3:lowdin_charge:R:1 method="wB97M-V/def2-TZVPD" multiplicity=1 e_tot_ha=-475.7591 smiles="CC(=O)[C@@H]1CN(N(C)C)N1" homo_ev=-7.84 orbital_gap_ev=8.717 lumo_ev=0.88 de_lowest_ev=5.6514
C 0.446 -1.567 1.928 -0.011
C -0.107 -0.299 2.591 -0.469
O -0.551 -0.202 3.694 0.111
C -0.087 0.856 1.682 -0.208
C -1.210 0.732 0.635 -0.076
N -0.191 0.945 -0.423 -0.140
N -0.252 -0.022 -1.466 -0.256
C 0.981 -0.744 -1.713 -0.108
C -0.733 0.534 -2.654 -0.142
N 0.860 0.898 0.492 0.035
H 1.540 -1.407 1.666 0.096
H -0.204 -1.880 0.979 0.130
H 0.450 -2.114 2.870 0.072
H -0.070 1.838 2.144 0.146
H -1.746 -0.285 0.664 0.140
H -1.885 1.602 0.642 0.114
H 1.429 -0.977 -0.801 0.017
H 0.771 -1.750 -2.032 0.076
H 1.807 -0.173 -2.362 0.128
H -1.587 1.143 -2.484 0.058
H 0.020 1.315 -3.109 0.112
H -1.067 -0.162 -3.418 0.084
H 1.386 1.720 0.477 0.092

=====

(2)
94
Properties=species:S:1:pos:R:3:lowdin_charge:R:1 method="wB97M-V/def2-TZVPD" multiplicity=1 e_tot_ha=-2524.0326 homo_ev=-2.05 orbital_gap_ev=3.651 lumo_ev=1.60 total_charge=-1
O -0.661 -1.405 1.528 0.042
C 0.692 -1.407 1.354 -0.271
C 1.417 -2.365 2.050 -0.017
C 2.801 -2.376 1.973 -0.093
C 3.464 -1.449 1.182 -0.096
C 2.724 -0.511 0.476 -0.054
C 1.336 -0.468 0.546 -0.165
C 0.551 0.584 -0.187 -0.203
N 0.130 1.647 0.719 -0.045
C 1.230 2.473 1.240 -0.236
C 1.601 2.144 2.676 -0.237
C 0.507 2.438 3.739 -0.492
N 1.069 2.654 5.065 -0.576
Cl 1.640 1.053 5.578 0.369
H -1.032 -0.635 1.080 0.086
H 0.891 -3.074 2.674 0.113
H 3.364 -3.103 2.544 0.098
H 4.544 -1.441 1.123 0.094
H 3.220 0.229 -0.142 0.106
H 1.136 0.956 -1.038 0.092
H -0.367 0.158 -0.603 0.104
H -0.548 2.229 0.247 0.101
H 2.111 2.354 0.590 0.097
H 0.936 3.526 1.180 0.108
H 1.863 1.085 2.747 0.069
H 2.500 2.698 2.966 0.095
H -0.146 1.558 3.751 0.038
H -0.033 3.342 3.432 0.077
N -2.434 1.000 4.630 0.079
C -2.417 -0.317 4.452 -0.134
C -3.185 -1.198 5.203 -0.076
C -4.007 -0.683 6.192 -0.100
C -4.026 0.689 6.392 -0.085
C -3.221 1.482 5.585 -0.145
H -1.754 -0.681 3.676 0.091
H -3.132 -2.262 5.014 0.096
H -4.618 -1.338 6.801 0.095
H -4.644 1.137 7.158 0.093
H -3.201 2.560 5.716 0.099
N -0.307 0.694 -3.336 0.054
C 0.866 0.482 -3.929 -0.158
C 1.023 -0.304 -5.060 -0.072
C -0.095 -0.910 -5.612 -0.074
C -1.323 -0.699 -5.003 -0.068
C -1.373 0.107 -3.875 -0.152
H 1.723 0.965 -3.469 0.100
H 2.005 -0.440 -5.495 0.097
H -0.013 -1.537 -6.492 0.068
H -2.222 -1.157 -5.396 0.069
H -2.318 0.293 -3.373 0.101
N -4.067 -2.799 -6.332 0.059
C -5.029 -1.889 -6.461 -0.149
C -6.084 -2.008 -7.354 -0.071
C -6.144 -3.133 -8.158 -0.082
C -5.149 -4.091 -8.034 -0.075
C -4.138 -3.877 -7.110 -0.167
H -4.950 -1.020 -5.816 0.105
H -6.838 -1.234 -7.412 0.101
H -6.951 -3.264 -8.867 0.104
H -5.155 -4.988 -8.639 0.099
H -3.345 -4.607 -6.982 0.102
N -2.328 7.149 4.628 0.035
C -1.519 8.158 4.944 -0.190
C -0.204 7.989 5.349 -0.094
C 0.302 6.700 5.434 -0.073
C -0.522 5.635 5.111 -0.058
C -1.822 5.918 4.713 -0.153
H -1.948 9.153 4.868 0.090
H 0.406 8.849 5.591 0.090
H 1.322 6.517 5.744 0.105
H -0.162 4.610 5.159 0.055
H -2.495 5.110 4.446 0.097
N 5.426 -2.099 5.479 0.044
C 6.595 -1.991 6.109 -0.185
C 6.866 -1.027 7.065 -0.098
C 5.866 -0.120 7.388 -0.087
C 4.645 -0.215 6.745 -0.082
C 4.476 -1.219 5.799 -0.150
H 7.353 -2.717 5.829 0.091
H 7.837 -0.989 7.543 0.090
H 6.038 0.651 8.129 0.099
H 3.831 0.468 6.951 0.040
H 3.533 -1.309 5.271 0.084
N 0.492 -2.999 -8.279 0.054
C 1.644 -3.237 -8.902 -0.144
C 1.750 -4.026 -10.037 -0.073
C 0.599 -4.601 -10.551 -0.082
C -0.606 -4.362 -9.911 -0.071
C -0.606 -3.555 -8.783 -0.141
H 2.523 -2.773 -8.467 0.107
H 2.713 -4.184 -10.503 0.100
H 0.641 -5.224 -11.435 0.103
H -1.531 -4.789 -10.276 0.099
H -1.530 -3.340 -8.256 0.089

=====

(3)
15
Properties=species:S:1:pos:R:3:lowdin_charge:R:1 method="wB97M-V/def2-TZVPD" multiplicity=1 e_tot_ha=-287.7454 smiles="C=N/C=C/C.O" homo_ev=-9.49 orbital_gap_ev=9.891 lumo_ev=0.41 de_lowest_ev=2.3680
C -1.354 1.157 -1.356 -0.051
N -0.948 0.950 -0.195 -0.028
C 0.168 0.085 0.049 -0.169
C 0.986 -0.481 -0.830 -0.128
C 2.109 -1.337 -0.276 -0.105
H -0.921 0.756 -2.276 0.073
H -2.224 1.782 -1.524 0.071
H 0.246 -0.071 1.106 0.094
H 0.891 -0.376 -1.902 0.092
H 2.972 -0.741 0.033 0.075
H 2.457 -2.065 -1.001 0.064
H 1.777 -1.866 0.617 0.072
O -2.410 0.741 2.621 -0.071
H -2.083 0.560 1.732 -0.013
H -1.667 0.906 3.204 0.025

=====

(4)
10
Properties=species:S:1:pos:R:3:lowdin_charge:R:1 method="wB97M-V/def2-TZVPD" multiplicity=1 e_tot_ha=-1874.7726 homo_ev="-15.59 / -15.23" orbital_gap_ev="7.312 / 7.252" lumo_ev="-8.28 / -7.98" total_charge=+1 de_lowest_ev=4.4243
C -0.057 -0.399 0.139 -0.088
C -0.972 0.582 -0.476 -0.429
O -0.097 0.928 0.616 -0.074
P -2.744 0.613 -0.029 0.152
Cl -3.383 -2.335 0.066 0.060
Cl -2.760 1.553 1.649 0.540
Cl -3.879 1.378 -1.382 0.489
H -0.285 -0.930 1.033 0.128
H 0.751 -0.638 -0.412 0.098
H -0.661 0.917 -1.429 0.125

=====

(5)
16
Properties=species:S:1:pos:R:3:lowdin_charge:R:1 method="wB97M-V/def2-TZVPD" multiplicity=1 e_tot_ha=-409.4652 smiles="[H]/N=C(/N)NN(N)/C=N/[H]" homo_ev=-8.92 orbital_gap_ev=9.993 lumo_ev=1.08 de_lowest_ev=1.9449
H -0.939 -1.699 2.130 0.045
N -1.444 -1.476 1.276 0.119
C -0.678 -1.161 0.308 -0.600
N -1.173 -0.948 -0.945 0.143
N 0.763 -1.100 0.442 0.030
N 1.163 0.242 0.219 -0.213
N 1.576 0.500 -1.105 0.041
C 0.134 1.095 0.755 -0.277
N -0.330 2.036 0.051 0.105
H -0.904 2.702 0.554 0.053
H -2.172 -0.957 -1.058 0.100
H -0.615 -0.472 -1.633 0.073
H 1.273 -1.722 -0.179 0.121
H 0.903 1.130 -1.540 0.051
H 2.487 0.950 -1.084 0.085
H -0.043 0.880 1.807 0.125

=====

(6)
20
Properties=species:S:1:pos:R:3:lowdin_charge:R:1 method="wB97M-V/def2-TZVPD" multiplicity=1 e_tot_ha=-365.4109 smiles=C1CCNC1.O.O homo_ev=-8.67 orbital_gap_ev=9.240 lumo_ev=0.57 de_lowest_ev=0.8590
C 0.268 0.452 -1.262 -0.182
C 0.692 0.380 0.186 -0.200
C 0.647 1.805 0.713 -0.205
N -0.114 2.605 -0.299 -0.069
C -0.632 1.683 -1.337 -0.229
H -0.097 -0.472 -1.666 0.102
H 1.135 0.764 -1.863 0.116
H 1.677 -0.073 0.281 0.095
H 0.059 -0.198 0.825 0.094
H 0.165 1.950 1.669 0.100
H 1.636 2.260 0.804 0.098
H -0.921 3.011 0.137 0.082
H -0.719 2.182 -2.300 0.102
H -1.663 1.414 -1.054 0.108
O -3.009 -2.653 0.785 -0.066
H -2.073 -2.702 0.534 0.030
H -2.982 -2.728 1.746 0.032
O 1.638 -3.392 0.546 -0.064
H 2.279 -3.771 1.163 0.038
H 2.014 -2.516 0.394 0.017